No. 1
DFT (the ωB97M-V functional and the def2-TZVPD basis) results for a structure of composition C15H15BCl6CsF3MgN3O8S in a non-equilibrium geometry.

```
! RIJCOSX wB97M-V def2-TZVPD def2/J DEFGRID3
* xyz -1 1
C 5.919 2.180 3.683
C 4.865 2.704 2.893
C 3.631 3.120 1.861
B 2.477 1.953 1.946
O 3.078 0.760 2.571
C 1.857 -0.009 2.990
C 1.847 -1.634 2.802
C 1.546 -2.186 1.299
S 2.133 -1.118 -0.113
C 3.978 -0.815 -0.084
N 5.065 -1.198 0.900
N 6.193 -0.593 0.301
C 5.864 0.144 -0.993
O 4.419 -0.006 -1.246
C 0.509 0.882 2.715
C -0.515 0.503 1.497
O -0.438 1.147 0.299
N -1.613 -0.530 1.626
C -2.081 -0.905 0.237
O -3.127 -0.198 -0.268
F -1.479 -1.945 -0.639
O 1.188 2.218 2.613
H 6.656 1.480 4.299
H 3.248 4.210 2.041
H 4.101 3.063 0.764
H 2.127 1.687 0.833
H 1.961 0.090 4.177
H 1.047 -2.107 3.533
H 2.899 -2.060 3.165
H 0.369 -2.359 1.215
H 2.019 -3.276 1.206
H 6.549 0.773 -1.714
H -0.145 0.904 3.686
H -1.333 -1.355 2.199
Mg 0.873 -3.565 3.510
Cl 0.873 -2.434 -2.096
C -2.434 0.758 -3.935
C -3.874 1.082 -3.730
O -4.495 0.573 -4.889
C -3.716 -0.475 -5.277
O -4.067 -1.333 -6.069
O -2.493 -0.453 -4.663
F -4.067 2.420 -3.697
H -1.910 1.513 -4.530
H -1.900 0.622 -2.991
H -4.317 0.620 -2.842
F -3.795 1.669 -6.895
C -6.795 -1.497 -1.246
Cl -7.806 -2.959 -1.362
Cl -5.462 -1.601 -2.424
Cl -7.788 -0.059 -1.598
Cl -6.125 -1.367 0.399
Cs -3.806 2.669 -1.551
Cl -1.706 -1.706 3.594
*
```

For the LUMO energy, the calculation gives -0.09475 Eh. The energy above the lowest of the compared OMol25 structures with the same formula, charge and spin is 13.959 eV. The frontier orbital gap comes out at 1.7 eV. The HOMO energy is -4.295 eV.

No. 2
DFT (the ωB97M-V functional and the def2-TZVPD basis) results for a structure of composition C15H15Br2N5PPt.

```
! RIJCOSX wB97M-V def2-TZVPD def2/J DEFGRID3
* xyz 1 1
Pt -0.422 -0.116 -0.013
Br 6.125 1.204 -0.099
C 4.314 0.775 -0.081
C 3.898 -0.545 -0.067
C 2.542 -0.804 -0.055
N 1.611 0.155 -0.054
C 2.022 1.444 -0.071
C 3.358 1.783 -0.084
C 0.938 2.471 -0.084
C 1.175 3.827 -0.111
C 0.083 4.691 -0.135
Br 0.364 6.532 -0.171
C -1.199 4.173 -0.133
C -1.353 2.798 -0.104
N -0.308 1.969 -0.077
H 4.605 -1.361 -0.067
H 2.188 -1.821 -0.045
H 3.667 2.816 -0.097
H 2.177 4.228 -0.117
H -2.067 4.815 -0.153
H -2.328 2.333 -0.103
N -2.398 -0.095 -0.067
C -3.562 -0.026 0.086
N -4.801 0.039 0.099
C -5.698 0.031 1.064
N -6.533 0.021 1.860
C -2.258 -3.034 -0.032
P -0.573 -2.394 -0.069
C 0.129 -3.139 -1.561
C 0.219 -3.217 1.336
H -2.219 -4.123 -0.082
H -2.825 -2.648 -0.876
H -2.755 -2.732 0.888
H 0.046 -4.225 -1.499
H 1.173 -2.871 -1.715
H -0.441 -2.788 -2.422
H 0.131 -4.298 1.223
H -0.297 -2.912 2.247
H 1.270 -2.956 1.440
*
```

For the LUMO energy, the calculation gives -0.16347 Eh. The frontier orbital gap comes out at 6.8 eV. The HOMO energy is -11.264 eV.

No. 3
DFT (the ωB97M-V functional and the def2-TZVPD basis) results for a cluster of 2 separate species, C15H15BrCl2FIN2O5P2S in total in a non-equilibrium geometry.

```
! RIJCOSX wB97M-V def2-TZVPD def2/J DEFGRID3
* xyz 0 1
C -4.275 -0.319 3.274
C -4.463 -0.989 1.831
O -3.533 -0.502 0.823
C -2.967 -1.601 0.079
C -3.766 -2.472 -0.920
O -5.149 -2.194 -1.155
C -3.070 -3.631 -1.701
C -1.550 -3.958 -1.503
C -0.737 -3.083 -0.522
C -1.438 -1.915 0.271
N -0.724 -1.056 1.231
F -0.654 -1.606 2.491
C 0.587 -0.605 0.737
C 0.952 0.885 0.921
P -0.273 2.098 1.746
P -1.006 3.267 0.016
O -0.589 2.501 -1.272
O -0.214 4.794 -0.095
O -2.698 3.425 0.000
C 2.302 1.468 0.423
N 2.559 2.895 0.663
C 3.328 0.547 -0.297
Br 5.049 1.230 -0.995
C 2.991 -0.972 -0.511
I 4.431 -2.253 -1.569
C 1.637 -1.524 0.008
S 1.094 -3.300 -0.204
H -3.989 0.799 3.217
H -3.473 -0.838 3.914
H -5.241 -0.348 3.910
H -5.523 -0.698 1.473
H -4.420 -2.124 1.946
H -5.403 -1.406 -0.623
H -3.708 -4.235 -2.444
H -1.051 -4.817 -2.079
H 0.439 2.968 2.653
H -0.401 5.073 -1.031
H -3.128 2.638 0.406
H 3.581 3.011 0.638
H 2.078 3.475 -0.043
C 8.618 1.012 -3.143
Cl 8.113 2.270 -2.008
Cl 7.311 0.593 -4.256
H 9.469 1.376 -3.717
H 8.904 0.124 -2.582
*
```

For the LUMO energy, the calculation gives -0.02670 Eh. The SMILES is CCOc1c(O)ccc2c1N(F)c1c(PP(=O)(O)O)c(N)c(Br)c(I)c1S2.ClCCl. The frontier orbital gap comes out at 7.4 eV. The HOMO energy is -8.170 eV.

No. 4
DFT (the ωB97M-V functional and the def2-TZVPD basis) results for a structure of composition C15H15FeN4O5S in a non-equilibrium geometry.

```
! RIJCOSX wB97M-V def2-TZVPD def2/J DEFGRID3
* xyz 1 1
Fe -0.617 1.352 0.509
C -2.663 -0.373 4.056
C -1.496 0.210 3.320
O -1.665 0.889 2.292
N -0.280 -0.035 3.813
C 0.946 0.519 3.256
C 1.506 -0.327 2.139
C 2.630 -1.115 2.318
C 3.104 -1.871 1.256
C 2.428 -1.825 0.048
C 1.314 -1.012 -0.051
N 0.860 -0.275 0.967
H -3.478 0.348 4.052
H -2.415 -0.641 5.080
H -3.010 -1.261 3.525
H -0.206 -0.634 4.618
H 1.671 0.615 4.060
H 0.724 1.514 2.865
H 3.140 -1.122 3.271
H 3.990 -2.482 1.370
H 2.754 -2.399 -0.807
H 0.761 -0.942 -0.978
C -2.918 -0.828 -1.200
C -1.826 -0.224 -2.011
N -0.961 0.682 -1.564
C -0.095 0.991 -2.606
C -0.483 0.255 -3.707
N -1.559 -0.512 -3.281
C 0.017 0.056 -5.071
O 0.788 1.017 -5.596
O -0.282 -0.927 -5.695
C 1.327 2.549 -1.207
O 2.504 3.145 -1.594
O 0.831 2.659 -0.056
H -2.899 -0.396 -0.200
H -2.790 -1.908 -1.117
H -3.893 -0.631 -1.645
H -2.028 -1.178 -3.878
H 0.822 1.822 -5.060
S 2.463 2.432 -3.136
C 0.983 1.865 -2.355
*
```

For the LUMO energy (alpha / beta), the calculation gives -0.13571 / -0.13852 Eh. The frontier orbital gap (alpha / beta) comes out at 6.3 / 6.2 eV. The HOMO energy (alpha / beta) is -9.986 / -9.982 eV.

No. 5
DFT (the ωB97M-V functional and the def2-TZVPD basis) results for a cluster of 3 separate species, C15H15N3 in total in a non-equilibrium geometry.

```
! RIJCOSX wB97M-V def2-TZVPD def2/J DEFGRID3
* xyz 1 2
N 9.667 0.813 16.648
C 9.229 -0.422 16.589
C 10.120 -1.509 16.939
C 11.452 -1.297 17.121
C 11.899 0.012 16.935
C 10.979 1.045 16.789
H 8.194 -0.608 16.342
H 9.783 -2.530 16.839
H 12.113 -2.151 17.134
H 12.938 0.307 16.959
H 11.198 2.095 16.912
N 14.338 -4.863 19.868
C 13.938 -5.706 20.857
C 12.560 -6.001 21.058
C 11.642 -5.352 20.271
C 11.952 -4.580 19.201
C 13.363 -4.395 18.991
H 14.692 -6.132 21.501
H 12.365 -6.703 21.855
H 10.646 -5.726 20.456
H 11.127 -4.282 18.571
H 13.641 -4.047 18.008
N 10.824 -0.830 23.475
C 11.331 0.022 22.505
C 12.310 -0.363 21.577
C 12.839 -1.660 21.715
C 12.269 -2.589 22.598
C 11.340 -2.088 23.482
H 10.850 0.986 22.436
H 12.593 0.362 20.828
H 13.704 -2.009 21.170
H 12.614 -3.608 22.701
H 10.813 -2.738 24.165
*
```

Its expectation value of S² is 0.767. For the LUMO energy (alpha / beta), the calculation gives -0.19102 / -0.34014 Eh. The energy above the lowest of the compared OMol25 structures with the same formula, charge and spin is 0.428 eV. The frontier orbital gap (alpha / beta) comes out at 6.6 / 2.6 eV. The HOMO energy (alpha / beta) is -11.814 / -11.812 eV.

No. 6
DFT (the ωB97M-V functional and the def2-TZVPD basis) results for an isolated molecule of C15H15N3O2.

```
! RIJCOSX wB97M-V def2-TZVPD def2/J DEFGRID3
* xyz 0 1
C 2.566 3.307 -3.134
C 1.590 2.302 -3.731
H 1.439 2.516 -4.790
H 0.625 2.385 -3.227
C 2.098 0.861 -3.597
N 2.189 0.454 -2.223
C 3.302 0.430 -1.440
N 3.083 0.086 -0.208
C 1.731 -0.135 -0.133
C 0.942 -0.525 0.940
C -0.421 -0.676 0.728
C -0.988 -0.445 -0.536
C -0.214 -0.058 -1.609
C 1.147 0.098 -1.402
H -0.665 0.113 -2.575
H -2.049 -0.576 -0.656
N -1.198 -1.070 1.825
C -2.545 -1.278 1.902
O -3.329 -1.146 0.986
C -2.981 -1.695 3.254
C -2.310 -1.938 4.431
C -3.290 -2.312 5.374
C -4.480 -2.269 4.706
O -4.300 -1.902 3.439
H -5.483 -2.474 5.025
H -3.132 -2.574 6.399
H -1.258 -1.868 4.620
H -0.666 -1.212 2.671
H 1.388 -0.703 1.906
H 4.273 0.669 -1.830
H 3.092 0.774 -4.046
H 1.419 0.178 -4.119
H 2.176 4.317 -3.234
H 2.725 3.107 -2.076
H 3.526 3.259 -3.643
*
```

For the LUMO energy, the calculation gives 0.02777 Eh. The SMILES is CCCn1cnc2cc(NC(=O)c3ccco3)ccc21. The energy above the lowest of the compared OMol25 structures with the same formula, charge and spin is 0.545 eV. The frontier orbital gap comes out at 8.7 eV. The HOMO energy is -7.944 eV.